# 1
{"formula": "C3H9OS", "method": "the ωB97M-V functional and the def2-TZVPD basis", "elements": ["C", "O", "H", "H", "H", "C", "S", "C", "H", "H", "H", "H", "H", "H"], "positions_angstrom": [[1.285, 1.615, 1.281], [1.339, 0.241, 1.618], [0.731, 1.781, 0.366], [0.755, 2.118, 2.097], [2.315, 1.971, 1.204], [0.446, -0.973, -1.802], [-1.001, -1.012, -0.545], [-1.673, 0.438, 0.072], [-0.070, -1.231, -2.719], [1.178, -1.723, -1.514], [0.812, 0.040, -1.899], [-1.728, 0.500, 1.147], [0.702, -0.200, 1.033], [-1.665, 1.410, -0.427]], "homo_ev": -1.0, "molar_mass_da": 93.17, "gap_ev": 5.010, "de_lowest_kj_mol": 339.1, "charge": -1}


# 2
{"formula": "O2", "method": "the ωB97M-V functional and the def2-TZVPD basis", "elements": ["O", "O"], "positions_angstrom": [[-0.396, -0.427, 0.088], [0.396, 0.427, -0.088]], "homo_ev": -9.8, "molar_mass_da": 32.00, "gap_ev": 7.885, "smiles": "O=O", "de_lowest_kj_mol": 1.4}


# 3
{"formula": "C12H15N3S", "method": "the ωB97M-V functional and the def2-TZVPD basis", "elements": ["C", "C", "C", "C", "C", "C", "C", "H", "H", "S", "C", "C", "H", "H", "C", "N", "C", "N", "C", "N", "H", "H", "H", "H", "H", "H", "H", "H", "H", "H", "H"], "positions_angstrom": [[-5.099, -2.216, -0.071], [-3.996, -1.206, 0.006], [-4.092, -0.119, 0.870], [-3.093, 0.829, 0.931], [-1.962, 0.709, 0.128], [-1.848, -0.374, -0.728], [-2.864, -1.314, -0.787], [-2.761, -2.151, -1.463], [-0.980, -0.507, -1.354], [-0.743, 1.983, 0.331], [0.331, 1.912, -1.152], [1.718, 1.373, -0.833], [2.163, 1.988, -0.046], [2.347, 1.453, -1.723], [1.693, -0.085, -0.366], [3.002, -0.516, 0.031], [3.601, -0.443, 1.233], [4.829, -0.896, 1.155], [4.951, -1.239, -0.142], [3.870, -1.023, -0.853], [5.845, -1.655, -0.557], [3.122, -0.073, 2.116], [1.370, -0.738, -1.180], [1.015, -0.193, 0.486], [-0.175, 1.326, -1.915], [0.407, 2.944, -1.494], [-3.174, 1.672, 1.600], [-4.964, -0.013, 1.499], [-5.942, -1.808, -0.629], [-5.453, -2.476, 0.924], [-4.764, -3.121, -0.573]], "homo_ev": -8.2, "molar_mass_da": 233.34, "gap_ev": 8.959, "smiles": "Cc1ccc(SCCCn2cncn2)cc1", "de_lowest_kj_mol": 0.0}


# 4
{"formula": "C6H7N3O2", "method": "the ωB97M-V functional and the def2-TZVPD basis", "elements": ["C", "C", "C", "C", "C", "C", "N", "N", "N", "O", "O", "H", "H", "H", "H", "H", "H", "H"], "positions_angstrom": [[1.794, -0.475, -1.032], [2.967, -0.878, -0.427], [1.190, 0.452, -0.223], [-1.014, 1.930, -0.205], [-0.062, 1.061, -0.147], [-1.307, -1.444, 0.392], [3.028, -0.394, 0.797], [2.046, 0.467, 0.931], [-2.627, -1.184, 0.532], [-0.515, -2.329, 0.139], [-2.406, 1.626, 0.041], [1.440, -0.751, -2.046], [3.513, -1.697, -0.700], [-0.855, 2.985, -0.364], [1.841, 1.071, 1.737], [-2.833, -0.116, 0.699], [-3.244, -1.985, 0.624], [-2.957, 1.661, -0.750]], "homo_ev": [-7.3, -7.4], "molar_mass_da": 153.14, "gap_ev": [6.847, 7.735], "de_lowest_kj_mol": 478.1}


# 5
{"formula": "C4H9NO", "method": "the ωB97M-V functional and the def2-TZVPD basis", "elements": ["C", "C", "O", "C", "C", "N", "H", "H", "H", "H", "H", "H", "H", "H", "H"], "positions_angstrom": [[-1.847, 0.333, -0.406], [-0.610, 0.327, 0.473], [-0.976, -0.222, 1.726], [0.510, -0.483, -0.136], [1.663, 0.162, -0.796], [1.789, -0.363, 0.563], [-2.647, 0.907, 0.069], [-1.628, 0.779, -1.382], [-2.212, -0.689, -0.555], [-0.243, 1.359, 0.605], [-0.158, -0.271, 2.241], [0.215, -1.476, -0.481], [1.710, 1.247, -0.866], [2.145, -0.364, -1.616], [2.290, -1.245, 0.562]], "homo_ev": -9.7, "molar_mass_da": 87.12, "gap_ev": 10.829, "smiles": "C[C@@H](O)[C@H]1CN1", "de_lowest_kj_mol": 178.1}


# 6
{"formula": "C51H33FeN5O4", "method": "the ωB97M-V functional and the def2-TZVPD basis", "elements": ["Fe", "C", "C", "C", "C", "C", "C", "C", "C", "C", "C", "C", "C", "C", "C", "C", "C", "C", "C", "C", "N", "C", "C", "C", "C", "C", "C", "C", "C", "C", "C", "C", "C", "N", "C", "C", "C", "C", "C", "N", "C", "C", "C", "C", "C", "C", "C", "C", "N", "H", "H", "H", "H", "H", "H", "H", "H", "H", "H", "H", "H", "H", "H", "H", "H", "H", "H", "H", "H", "H", "H", "H", "H", "H", "H", "H", "H", "O", "N", "O", "O", "C", "O", "C", "C", "C", "C", "C", "C", "H", "H", "H", "H", "H"], "positions_angstrom": [[0.077, -0.106, 0.242], [-1.949, 5.521, 5.081], [-2.739, 5.368, 3.951], [-2.422, 4.403, 3.004], [-1.310, 3.581, 3.168], [-0.526, 3.740, 4.309], [-0.843, 4.700, 5.259], [-0.966, 2.523, 2.171], [-1.792, 1.415, 2.076], [-2.994, 1.260, 2.859], [-3.449, 0.016, 2.630], [-2.548, -0.595, 1.681], [-2.659, -1.903, 1.229], [-3.660, -2.815, 1.857], [-3.226, -3.986, 2.475], [-4.125, -4.839, 3.099], [-5.479, -4.533, 3.125], [-5.925, -3.371, 2.511], [-5.024, -2.526, 1.878], [-1.797, -2.450, 0.291], [-0.604, -1.941, -0.108], [-0.046, -2.882, -0.928], [1.221, -2.835, -1.459], [1.751, -4.058, -2.129], [1.781, -4.169, -3.516], [2.246, -5.331, -4.119], [2.689, -6.391, -3.340], [2.669, -6.282, -1.955], [2.199, -5.123, -1.353], [2.057, -1.739, -1.334], [3.388, -1.698, -1.877], [3.898, -0.499, -1.544], [2.873, 0.190, -0.801], [1.771, -0.591, -0.675], [3.039, 1.464, -0.284], [2.067, 2.138, 0.423], [2.214, 3.497, 0.894], [1.089, 3.797, 1.566], [0.247, 2.623, 1.513], [0.852, 1.642, 0.794], [4.340, 2.157, -0.527], [5.258, 2.337, 0.502], [6.461, 2.990, 0.268], [6.753, 3.482, -0.998], [5.840, 3.306, -2.030], [4.642, 2.646, -1.796], [-0.950, -3.995, -1.098], [-2.033, -3.727, -0.348], [-1.550, 0.282, 1.356], [-2.192, 6.277, 5.818], [-3.607, 6.000, 3.806], [-3.035, 4.287, 2.119], [0.331, 3.092, 4.446], [-0.229, 4.801, 6.146], [-3.419, 2.011, 3.502], [-4.319, -0.446, 3.061], [-2.167, -4.212, 2.482], [-3.763, -5.742, 3.575], [-6.180, -5.195, 3.618], [-6.979, -3.120, 2.521], [-5.384, -1.641, 1.369], [1.431, -3.339, -4.117], [2.254, -5.410, -5.199], [3.054, -7.296, -3.809], [3.017, -7.104, -1.341], [2.184, -5.025, -0.273], [3.850, -2.487, -2.448], [4.867, -0.093, -1.785], [3.060, 4.135, 0.695], [0.824, 4.732, 2.032], [5.026, 1.953, 1.488], [7.170, 3.118, 1.076], [7.689, 3.994, -1.180], [6.057, 3.691, -3.019], [3.920, 2.505, -2.593], [-0.767, -4.854, -1.723], [-2.930, -4.316, -0.248], [2.040, -2.454, 1.471], [1.303, -2.000, 2.314], [0.808, -0.828, 2.092], [0.889, 0.981, -2.827], [-0.259, 1.054, -2.419], [-0.742, 0.691, -1.278], [-1.316, 1.665, -3.326], [-0.962, 2.073, -4.606], [-1.907, 2.640, -5.448], [-3.217, 2.805, -5.014], [-3.577, 2.391, -3.738], [-2.629, 1.824, -2.897], [0.065, 1.933, -4.917], [-1.623, 2.953, -6.446], [-3.954, 3.256, -5.668], [-4.599, 2.509, -3.399], [-2.889, 1.494, -1.900]], "homo_ev": [-4.2, -4.2], "molar_mass_da": 835.70, "gap_ev": [5.763, 5.636], "spin_multiplicity": 2, "de_lowest_kj_mol": 35.4, "charge": -1}


# 7
{"formula": "C43H47CuN2P2SeSi", "method": "the ωB97M-V functional and the def2-TZVPD basis", "elements": ["Cu", "C", "N", "C", "P", "C", "C", "C", "C", "C", "C", "C", "C", "C", "C", "C", "C", "C", "C", "C", "C", "C", "C", "P", "C", "C", "C", "C", "C", "C", "C", "C", "C", "C", "C", "C", "H", "H", "H", "H", "H", "H", "H", "H", "H", "H", "H", "H", "H", "H", "H", "H", "H", "H", "H", "H", "H", "H", "H", "H", "H", "H", "H", "H", "H", "C", "Si", "C", "C", "Se", "H", "H", "H", "H", "H", "H", "H", "H", "H", "C", "C", "C", "C", "C", "C", "C", "C", "N", "H", "H", "H", "H", "H", "H", "H", "H", "H"], "positions_angstrom": [[-0.257, -0.041, 0.067], [1.359, 3.003, -0.539], [2.570, 2.447, 0.030], [2.982, 1.178, -0.503], [2.073, -0.598, 0.175], [2.859, -0.723, 1.823], [3.782, 0.210, 2.302], [4.163, 0.231, 3.636], [3.624, -0.682, 4.528], [2.703, -1.616, 4.071], [2.320, -1.632, 2.742], [3.087, -1.365, -1.165], [4.474, -1.443, -1.082], [5.233, -1.917, -2.140], [4.605, -2.315, -3.314], [3.224, -2.240, -3.409], [2.470, -1.770, -2.342], [3.441, 3.274, 0.732], [4.833, 3.116, 0.667], [5.681, 3.942, 1.386], [5.185, 4.960, 2.185], [3.809, 5.129, 2.250], [2.952, 4.304, 1.546], [-0.222, 2.200, 0.037], [-1.419, 3.093, -1.017], [-2.510, 3.815, -0.544], [-3.410, 4.384, -1.431], [-3.243, 4.229, -2.800], [-2.172, 3.492, -3.281], [-1.271, 2.925, -2.393], [-0.278, 2.887, 1.719], [0.069, 2.061, 2.779], [0.160, 2.572, 4.064], [-0.120, 3.908, 4.306], [-0.474, 4.741, 3.252], [-0.539, 4.233, 1.965], [1.406, 2.900, -1.632], [1.297, 4.073, -0.321], [4.051, 1.019, -0.406], [2.733, 1.118, -1.571], [4.216, 0.941, 1.642], [4.874, 0.976, 3.969], [3.911, -0.662, 5.572], [2.264, -2.330, 4.757], [1.568, -2.337, 2.412], [4.969, -1.147, -0.162], [6.309, -1.980, -2.048], [5.191, -2.686, -4.145], [2.725, -2.560, -4.315], [1.389, -1.745, -2.415], [5.268, 2.353, 0.038], [6.749, 3.785, 1.308], [5.851, 5.602, 2.743], [3.384, 5.900, 2.879], [1.888, 4.427, 1.673], [-2.691, 3.881, 0.518], [-4.262, 4.928, -1.047], [-3.956, 4.663, -3.488], [-2.045, 3.342, -4.345], [-0.457, 2.321, -2.780], [0.274, 1.009, 2.603], [0.440, 1.916, 4.877], [-0.063, 4.302, 5.312], [-0.690, 5.786, 3.432], [-0.782, 4.898, 1.145], [-5.258, -1.452, 0.614], [-4.665, 0.304, 0.245], [-6.078, 1.467, 0.703], [-4.452, 0.444, -1.624], [-2.813, 0.832, 1.336], [-6.333, -1.565, 0.465], [-5.023, -1.706, 1.647], [-4.752, -2.173, -0.025], [-7.024, 1.139, 0.270], [-5.865, 2.473, 0.341], [-6.191, 1.520, 1.784], [-5.400, 0.337, -2.154], [-3.769, -0.324, -1.989], [-4.023, 1.415, -1.874], [2.874, -4.010, 0.409], [1.411, -4.101, 0.061], [0.967, -5.399, -0.191], [-0.335, -5.691, -0.540], [-1.226, -4.634, -0.646], [-0.834, -3.330, -0.402], [-1.846, -2.238, -0.563], [0.499, -3.023, -0.023], [0.759, -1.680, 0.215], [3.137, -4.833, 1.078], [3.162, -3.093, 0.908], [3.494, -4.099, -0.485], [1.689, -6.203, -0.102], [-0.649, -6.709, -0.724], [-2.256, -4.817, -0.928], [-2.793, -2.645, -0.917], [-1.524, -1.487, -1.299], [-2.045, -1.694, 0.365]], "homo_ev": [-2.8, -4.0], "molar_mass_da": 824.40, "gap_ev": [5.327, 6.524], "spin_multiplicity": 2, "charge": -1}


# 8
{"formula": "C5H22N2O6", "method": "the ωB97M-V functional and the def2-TZVPD basis", "elements": ["O", "C", "C", "C", "C", "C", "N", "N", "H", "H", "H", "H", "H", "H", "H", "H", "H", "H", "H", "H", "H", "H", "O", "H", "H", "O", "H", "H", "O", "H", "H", "O", "H", "H", "O"], "positions_angstrom": [[1.782, 0.276, 3.077], [1.197, 0.881, 2.219], [1.477, 0.794, 0.693], [0.427, 1.660, -0.064], [-0.777, 0.725, -0.243], [-1.610, 0.938, -1.326], [-2.652, -0.054, -1.627], [2.857, 1.241, 0.382], [0.171, 1.318, 2.494], [1.208, -0.261, 0.453], [0.817, 1.983, -1.044], [0.295, 2.605, 0.436], [-0.878, -0.156, 0.513], [-1.471, 1.788, -1.962], [-3.361, -0.086, -0.840], [-2.197, -0.999, -1.707], [-3.243, 0.148, -2.448], [2.978, 2.253, 0.218], [3.481, 0.886, 1.091], [3.030, 0.773, -0.503], [-4.657, 0.927, 0.670], [-3.187, 0.366, 1.452], [-3.805, 0.473, 0.743], [-2.574, -1.245, 2.078], [-1.785, -1.159, 3.373], [-1.659, -1.183, 2.427], [-1.198, -3.856, -1.693], [-1.522, -3.571, -0.290], [-1.801, -3.285, -1.197], [3.336, -1.940, -0.115], [4.466, -1.396, 0.891], [3.907, -1.235, 0.152], [2.700, -0.564, -2.644], [2.149, 0.783, -3.212], [2.096, 0.174, -2.446]], "homo_ev": [-6.5, -11.7], "molar_mass_da": 206.24, "gap_ev": [3.958, 9.075], "spin_multiplicity": 2, "de_lowest_kj_mol": 231.9, "charge": 1}


# 9
{"formula": "C9H14", "method": "the ωB97M-V functional and the def2-TZVPD basis", "elements": ["C", "C", "H", "H", "H", "H", "H", "H", "C", "C", "C", "C", "C", "C", "C", "H", "H", "H", "H", "H", "H", "H", "H"], "positions_angstrom": [[-3.057, -0.506, -0.932], [-2.643, -0.799, 0.499], [-3.513, 0.457, -1.170], [-2.358, -0.796, -1.723], [-3.835, -1.238, -1.193], [-3.064, -1.736, 0.846], [-3.112, -0.092, 1.187], [-1.564, -0.683, 0.602], [2.021, 1.278, 1.985], [1.100, -0.755, 0.826], [1.398, 0.610, 0.792], [0.532, -1.357, -0.296], [1.112, 1.376, -0.342], [0.249, -0.554, -1.397], [0.601, 0.775, -1.492], [1.413, -1.361, 1.679], [0.428, -2.432, -0.259], [1.370, 2.054, 2.397], [2.797, 1.973, 1.623], [1.381, 2.424, -0.314], [-0.414, -0.956, -2.173], [0.291, 1.296, -2.402], [2.427, 0.496, 2.640]], "homo_ev": -8.9, "molar_mass_da": 122.21, "gap_ev": 9.928, "smiles": "Cc1ccccc1.CC", "de_lowest_kj_mol": 84.4}


# 10
{"formula": "C22H51FIN5O9P2S2", "method": "the ωB97M-V functional and the def2-TZVPD basis", "elements": ["C", "C", "C", "I", "C", "C", "C", "C", "F", "C", "C", "N", "N", "N", "O", "C", "C", "C", "O", "P", "O", "C", "O", "O", "N", "O", "N", "C", "C", "C", "O", "P", "C", "C", "H", "H", "H", "H", "H", "H", "H", "H", "H", "H", "H", "H", "H", "H", "H", "H", "H", "H", "H", "H", "H", "H", "H", "H", "H", "H", "H", "H", "H", "H", "H", "H", "H", "H", "H", "H", "H", "H", "H", "C", "S", "O", "C", "H", "H", "H", "H", "H", "H", "C", "S", "O", "C", "H", "H", "H", "H", "H", "H"], "positions_angstrom": [[2.590, -2.778, 3.344], [3.785, -1.814, 2.727], [3.204, -0.381, 2.102], [4.478, 1.131, 3.086], [3.131, -0.288, 0.479], [2.453, -1.730, -0.069], [2.365, -1.806, -1.714], [0.979, -2.537, -2.269], [0.420, -3.545, -1.340], [4.550, -0.113, -0.306], [5.745, -1.176, -0.110], [6.825, -0.719, -1.128], [6.514, -1.062, 1.225], [5.506, -2.612, -0.484], [2.197, 0.607, -0.122], [1.866, 1.904, 0.240], [2.966, 3.081, 0.425], [2.671, 4.498, -0.369], [3.647, 5.477, 0.221], [0.920, 2.455, -1.401], [0.090, 1.230, -2.021], [0.661, 2.126, 1.385], [0.091, 3.515, 1.334], [1.114, 1.979, 2.767], [0.297, 2.547, 3.666], [1.004, 2.732, 4.666], [-0.514, 1.243, 0.983], [-0.708, 0.053, 1.878], [-2.113, -0.789, 1.172], [-1.904, -1.237, -0.492], [-1.876, -2.283, 0.776], [-1.959, 2.278, 0.906], [-3.040, 2.205, 2.469], [-2.937, 2.111, -0.716], [2.538, -2.656, 4.509], [1.576, -2.563, 2.792], [2.927, -3.890, 3.125], [4.539, -1.626, 3.633], [4.376, -2.456, 1.950], [2.077, -0.382, 2.495], [1.335, -1.823, 0.316], [3.010, -2.683, 0.271], [3.245, -2.543, -2.046], [2.573, -0.800, -2.269], [1.322, -3.141, -3.240], [0.221, -1.730, -2.645], [5.021, 0.916, 0.080], [4.413, 0.063, -1.479], [7.211, 0.211, -0.847], [7.585, -1.452, -1.175], [7.520, -0.824, 1.047], [6.506, -1.998, 1.695], [5.607, -2.727, -1.516], [6.257, -3.242, -0.077], [4.073, 2.828, 0.164], [2.969, 3.373, 1.584], [1.620, 4.965, -0.178], [2.977, 4.461, -1.523], [3.108, 6.316, 0.377], [1.955, 2.738, -2.406], [0.171, 3.660, -1.244], [0.752, 4.184, 1.666], [-1.046, 0.283, 2.974], [0.076, -0.807, 1.771], [-3.255, -0.415, 1.535], [-2.878, -1.369, -1.168], [-0.843, -0.941, -0.887], [-3.993, 1.510, 2.387], [-2.361, 1.973, 3.395], [-3.469, 3.304, 2.648], [-2.830, 3.153, -1.288], [-2.555, 1.296, -1.464], [-4.089, 2.024, -0.456], [-8.402, 2.026, -1.953], [-7.572, 2.378, -0.385], [-6.342, 3.179, -0.696], [-7.046, 0.678, -0.063], [-8.783, 2.964, -2.363], [-7.696, 1.582, -2.659], [-9.237, 1.343, -1.779], [-6.422, 0.317, -0.885], [-7.924, 0.038, 0.051], [-6.467, 0.663, 0.863], [-5.843, -3.820, -3.810], [-5.599, -4.233, -2.065], [-6.129, -3.089, -1.253], [-3.796, -4.093, -2.089], [-6.916, -3.810, -4.017], [-5.425, -2.834, -4.024], [-5.362, -4.576, -4.435], [-3.502, -3.090, -2.408], [-3.379, -4.840, -2.770], [-3.420, -4.276, -1.080]], "homo_ev": -6.7, "molar_mass_da": 801.66, "gap_ev": 6.404}